Entry 1:
The following is a DFT calculation (ωB97M-V/def2-TZVPD) of a structure of composition C6H12NO in a non-equilibrium geometry.

## Properties
Relative energy (zero: lowest compared OMol25 entry of this formula, charge and spin)   133.3 kcal per mole
HOMO level   -2.3 eV
F_max   5.0 eV/Å
Net charge   -1
Orbital gap   0.1834 hartree

```
20
Properties=species:S:1:pos:R:3:forces:R:3:mulliken_charge:R:1
C 1.49190 2.39775 -0.99283 0.98 1.60 0.57 -0.5512
O 1.60298 3.58256 -1.72258 -1.11 -1.78 1.09 -0.8820
C 0.07018 1.88911 -0.49532 -1.26 -0.96 -1.93 -0.6031
C -0.07548 0.67895 0.49680 1.22 -1.23 -0.53 -0.3720
C -1.40826 -0.13132 0.51500 3.42 -1.34 -1.67 -0.3942
C -1.35416 -1.30558 -0.33239 -4.35 1.12 2.20 -0.6799
N -0.52705 -2.53064 -0.33222 0.66 1.49 -0.08 -0.4429
C 0.06982 -2.69395 0.99201 0.52 -0.03 -0.09 -0.4961
H 1.96080 1.57018 -1.50101 0.05 -1.16 -0.85 0.2465
H 2.17744 2.43608 -0.08749 -0.59 0.08 0.21 0.1653
H -0.47137 2.68736 -0.08384 -0.67 1.54 0.58 0.3572
H -0.54470 1.58590 -1.40941 0.81 0.42 0.80 0.1937
H 0.71737 0.01324 0.01756 -0.59 0.24 1.02 0.1112
H 0.26802 1.01148 1.47618 0.07 -0.16 0.20 0.4148
H -2.15996 0.09118 1.26873 -0.72 0.47 -1.19 0.3589
H -0.28291 -1.44924 -0.93051 1.70 -1.16 -0.31 0.4658
H -2.21170 -1.59433 -0.94189 -0.52 0.27 0.35 0.4124
H 0.48453 -1.76880 1.34635 0.39 0.28 0.44 0.1594
H 0.87185 -3.43343 0.96914 -0.03 -0.04 -0.16 0.2758
H -0.67930 -3.03650 1.74771 0.02 0.33 -0.66 0.2603
```
Positions in Å, forces in eV/Å.

---

Entry 2:
The following is a DFT calculation (ωB97M-V/def2-TZVPD) of a structure of composition C31H21ClF3N2O6S2Tl.

## Properties
Relative energy (zero: lowest compared OMol25 entry of this formula, charge and spin)   1.4 kcal per mole
HOMO level   -2.7 eV
F_max   0.2 eV/Å
Net charge   -2
Orbital gap   0.2531 hartree

```
67
Properties=species:S:1:pos:R:3:forces:R:3:mulliken_charge:R:1
Tl 0.62660 0.33794 -0.72272 0.00 -0.02 0.02 1.6818
C 1.89474 4.77244 6.21988 -0.01 0.00 0.00 -1.5171
C 1.30749 4.42558 4.87627 -0.01 0.01 0.00 1.3672
C 1.80940 3.36692 4.12751 0.01 -0.01 -0.02 -1.2064
C 1.26792 3.03879 2.89210 0.00 0.00 0.03 -0.3773
C 0.20657 3.78408 2.40248 0.00 0.01 0.01 -0.2335
C -0.31467 4.84181 3.13315 0.02 -0.01 0.01 -0.4655
C 0.23907 5.15911 4.36398 0.01 0.00 0.00 -0.7095
S -0.46185 3.39022 0.79516 -0.01 -0.02 -0.07 1.6482
O 0.56699 3.67422 -0.17205 -0.04 0.00 0.04 -0.8150
O -1.70036 4.13979 0.69700 0.01 0.01 -0.01 -0.8207
N -0.67875 1.81161 0.79960 0.02 0.03 0.01 0.4151
C -1.48172 1.22125 1.73924 -0.03 0.05 0.02 -0.1065
C -2.34884 1.85231 2.61811 0.00 0.03 -0.02 -0.4607
C -3.15832 1.12412 3.50817 -0.01 -0.03 -0.03 -0.9516
C -3.14546 -0.24020 3.54348 -0.04 0.02 -0.01 -1.0104
C -2.26649 -0.93384 2.67972 0.03 -0.01 0.00 1.3799
C -2.18807 -2.34183 2.64250 0.00 -0.02 -0.02 -0.8040
C -1.30240 -2.96056 1.80866 0.00 0.02 0.02 -0.9158
C -0.47535 -2.16562 0.99592 0.00 0.02 0.04 -0.1822
N -0.54323 -0.85921 1.00118 -0.03 0.00 -0.05 0.4990
C -1.42044 -0.21539 1.80669 -0.02 -0.08 0.05 -0.2780
H 2.75521 4.14194 6.44298 0.00 0.00 0.00 0.3295
H 1.16087 4.63580 7.01795 0.00 0.00 0.00 0.3100
H 2.22099 5.81467 6.25060 0.00 0.00 0.01 0.3450
H 2.63880 2.77729 4.50199 0.00 0.00 0.00 0.3967
H 1.66054 2.20269 2.32111 0.00 0.00 0.00 0.3893
H -1.15080 5.39873 2.73088 0.00 0.00 -0.01 0.5046
H -0.16803 5.98553 4.93852 0.00 0.00 0.00 0.3304
H -2.44639 2.92716 2.58400 -0.01 -0.02 0.00 0.5167
H -3.83199 1.67247 4.15659 0.00 0.01 0.00 0.3524
H -3.80124 -0.79974 4.19995 0.01 0.00 0.01 0.3506
H -2.84977 -2.91813 3.28052 0.01 0.00 0.01 0.3635
H -1.22856 -4.03799 1.75368 0.01 0.00 0.00 0.4072
H 0.25115 -2.60498 0.32351 -0.02 -0.02 -0.02 0.2134
O 3.93236 0.57648 2.23807 -0.02 0.01 0.01 -0.7707
C 3.36316 0.46866 1.14878 0.09 0.00 0.02 0.4026
O 2.13034 0.73637 0.95621 -0.06 0.02 0.01 -0.5289
C 4.21140 0.06763 -0.04703 0.00 -0.01 -0.05 0.2334
C 5.50992 0.57769 -0.05811 -0.02 0.01 0.02 -0.6653
C 6.39454 0.31389 -1.08762 0.02 0.01 0.00 -0.5829
C 5.98052 -0.49758 -2.13651 -0.01 -0.01 -0.01 -0.4627
C 4.70059 -1.01852 -2.13716 -0.01 -0.01 0.01 -0.7656
C 3.78863 -0.75298 -1.10432 -0.05 -0.03 0.00 0.8064
S 2.22214 -1.57584 -1.24132 0.05 0.01 0.00 -0.5396
H 5.80643 1.18489 0.78744 0.00 0.00 0.00 0.3943
H 7.39358 0.73399 -1.07291 0.00 0.00 0.00 0.3501
H 6.65070 -0.72065 -2.95961 0.00 0.00 0.00 0.3302
H 4.36851 -1.64661 -2.95445 0.00 0.00 0.00 0.4325
F -0.82353 2.35655 -2.50174 0.02 -0.01 -0.02 -0.2245
C 0.32730 1.63941 -2.52760 -0.01 0.02 0.01 0.0710
F 0.26417 0.88778 -3.65355 0.00 0.00 0.02 -0.2323
F 1.32607 2.52764 -2.74663 -0.02 -0.02 0.01 -0.2116
Cl -6.43473 0.97097 1.49183 0.00 0.00 0.01 -0.2954
C -5.21294 0.20342 0.49374 0.02 -0.01 0.00 0.4951
C -4.26495 0.98601 -0.13940 -0.02 0.03 0.02 -0.9294
C -3.28859 0.36255 -0.90558 0.02 -0.05 0.04 0.2967
C -3.26943 -1.01914 -1.05169 0.00 -0.03 0.00 0.3107
C -4.25265 -1.77723 -0.42504 -0.03 0.00 0.01 -0.5354
C -5.22147 -1.17593 0.36452 0.01 0.00 0.00 -0.7523
C -2.17400 -1.72100 -1.85508 -0.01 0.13 0.09 -0.0817
O -2.49907 -2.74679 -2.46428 0.01 -0.09 0.06 -0.7976
O -1.03112 -1.18434 -1.79319 0.04 0.03 -0.22 -0.5405
H -4.26611 2.06089 -0.01289 0.02 -0.01 0.00 0.4407
H -2.51982 0.95754 -1.37956 0.02 0.04 -0.01 0.5386
H -4.24018 -2.85103 -0.56476 0.01 0.01 -0.01 0.4256
H -5.97259 -1.76139 0.87948 0.00 0.00 -0.01 0.4423
```
Positions in Å, forces in eV/Å.

---

Entry 3:
The following is a DFT calculation (ωB97M-V/def2-TZVPD) of a structure of composition C34H35CdN4O2Se2 in a non-equilibrium geometry.

## Properties
HOMO level   -4.6 eV
F_max   2.3 eV/Å
Net charge   -1
Orbital gap   0.2649 hartree

```
78
Properties=species:S:1:pos:R:3:forces:R:3:mulliken_charge:R:1
Cd -0.40845 1.16682 0.00413 0.17 0.07 0.34 0.5624
C -2.50984 -3.07174 -2.33970 0.64 0.27 -0.16 -1.3408
C -1.50854 -2.27784 -3.17210 -0.70 0.36 -0.21 0.6624
C -1.95163 -1.44476 -4.23168 0.35 -0.17 0.34 -0.3796
C -0.99912 -0.60837 -4.82708 -0.22 0.14 0.47 -0.5756
C 0.29629 -0.61791 -4.36491 1.09 -0.05 0.38 -0.5993
C 0.64846 -1.52015 -3.33328 -0.31 1.48 -0.73 0.8021
N -0.23684 -2.30484 -2.76339 -0.57 -0.53 0.20 -0.4276
C 2.02557 -1.47132 -2.78091 -0.75 -1.02 0.19 0.7186
C 3.06168 -1.21587 -3.64261 1.04 0.56 0.80 -0.9469
C 4.34157 -1.24165 -3.10963 -0.26 -0.28 -0.24 -0.7116
C 4.50086 -1.53975 -1.78079 0.02 0.31 1.56 -0.5867
C 3.37867 -1.75121 -0.94339 -0.59 0.03 -1.33 0.1519
N 2.16462 -1.77463 -1.48935 0.04 0.29 0.06 -0.1107
C 3.40080 -1.94327 0.53525 0.66 -0.34 0.35 0.4232
C 4.27879 -1.17140 1.29540 0.57 0.10 0.30 -0.3525
C 4.41842 -1.44390 2.66883 -0.77 0.52 -1.18 -0.6394
C 3.56375 -2.37819 3.23288 -0.12 -0.03 -0.45 -0.1975
C 2.68167 -3.07934 2.41639 0.41 0.66 -1.75 0.5796
C 1.72891 -4.06495 2.97577 0.06 0.17 1.68 -1.2636
N 2.62180 -2.89268 1.06220 0.35 0.00 1.19 -0.4794
H -3.35919 -3.34781 -2.92092 -0.70 -0.22 -0.66 0.4434
H -2.90100 -2.44065 -1.54311 0.22 0.05 0.23 0.2069
H -2.09291 -3.98635 -1.91539 0.23 0.28 0.03 0.3491
H -3.01594 -1.39898 -4.52039 0.71 -0.12 0.21 0.3230
H -1.22309 0.17080 -5.53992 -0.50 -0.17 -0.26 0.3989
H 1.04605 0.12509 -4.72891 -0.85 -0.75 0.26 0.1430
H 2.88817 -0.86088 -4.62605 -0.11 -0.16 -0.84 0.4413
H 5.20341 -1.06506 -3.73160 0.16 0.12 -0.08 0.4284
H 5.48335 -1.48135 -1.33765 0.17 -0.24 0.06 0.4378
H 4.83692 -0.36542 0.78439 -0.27 -0.55 0.54 0.4144
H 5.09154 -0.83611 3.24634 0.16 0.00 0.30 0.4233
H 3.47690 -2.55970 4.28785 0.37 0.02 0.36 0.3097
H 2.04267 -4.37944 3.99265 0.21 -0.01 -0.55 0.3365
H 1.72288 -4.94193 2.33474 -0.82 0.11 -0.06 0.3913
H 0.78937 -3.52866 3.22840 0.02 -0.76 -0.94 0.2990
O 0.80637 -0.56773 5.57311 -1.03 -0.19 0.39 -0.5886
C 1.56721 0.33022 4.81975 0.50 0.47 0.05 -1.2390
C 0.99076 0.74580 3.46936 -0.21 0.47 -0.18 2.5093
C -0.15618 1.71009 3.76276 0.13 -0.67 1.64 -0.9566
O -1.22786 1.11512 4.51746 -0.10 0.13 -0.14 -0.5708
C 0.65209 -0.50722 2.65755 -0.56 0.52 -1.41 -0.5474
Se -1.18566 -0.57724 1.75218 0.89 0.26 0.22 -0.6422
C 2.07942 1.63193 2.82524 -0.32 0.42 0.04 -1.7955
Se 1.94922 2.24133 0.93056 -0.67 -0.40 0.18 -0.5998
H -0.10758 -0.21392 5.61120 0.53 -0.15 -0.18 0.4350
H 2.51098 -0.17326 4.62887 0.30 0.02 0.13 0.3404
H 1.75313 1.26562 5.39079 0.16 -0.37 -0.09 0.4478
H -0.53036 2.15144 2.87200 -0.26 0.57 -0.80 0.1830
H 0.26864 2.45465 4.46049 -0.30 0.08 -0.55 0.5173
H -1.78481 0.65460 3.86653 0.17 -0.20 -0.06 0.2854
H 0.70101 -1.40879 3.22989 -0.02 -0.29 0.53 -0.1077
H 1.36458 -0.58421 1.82515 -0.21 -0.07 0.26 -0.4099
H 3.02315 1.12973 2.88360 0.62 -0.44 0.03 0.3817
H 2.16870 2.53006 3.46296 0.03 -0.20 -0.40 0.5095
N -2.90110 3.05005 1.07834 0.57 0.36 -0.28 -0.3648
C -3.62960 2.10261 0.39365 -0.64 -0.45 -0.70 0.0566
C -4.47110 1.16302 1.00097 0.23 -0.14 1.14 -0.3650
C -5.38969 0.39592 0.31269 -0.26 -0.43 -0.26 -0.4505
C -5.50518 0.50096 -1.07522 1.18 0.24 -0.14 -0.8498
C -4.52825 1.28451 -1.73887 -0.88 0.08 0.65 -0.6526
C -3.61474 2.07385 -1.02990 0.52 0.12 -0.64 0.9332
C -2.52943 2.73369 -1.87630 0.98 -0.77 0.86 0.4287
C -2.84677 3.62695 -2.89286 1.11 -0.09 -0.33 -0.3614
C -1.87541 4.11190 -3.77586 0.13 -1.08 1.00 -0.6317
C -0.55121 3.68441 -3.64351 -0.94 0.30 0.08 -0.6884
C -0.20873 2.82212 -2.62543 -1.95 -0.41 1.08 -0.0981
C -1.16917 2.29942 -1.69554 -0.10 0.95 -0.91 -0.4521
H -2.68436 3.02187 2.08232 -0.22 -0.23 -1.11 0.1910
H -2.34478 3.63428 0.44727 -0.04 -0.29 0.91 0.3239
H -4.38821 0.93464 2.07169 0.07 0.55 -0.31 0.2429
H -5.96894 -0.33079 0.91386 0.20 0.51 -0.63 0.3161
H -6.19363 -0.10787 -1.64303 -0.11 0.02 0.01 0.3538
H -4.49686 1.34799 -2.83474 -0.01 -0.20 0.49 0.3980
H -3.84729 3.93546 -3.05009 -0.98 0.25 0.03 0.5035
H -2.20959 4.75187 -4.54907 0.00 0.68 -0.74 0.4125
H 0.21866 4.03267 -4.29581 0.33 0.28 -0.50 0.4291
H 0.80600 2.54564 -2.53646 1.06 -0.37 0.20 0.5375
```
Positions in Å, forces in eV/Å.

---

Entry 4:
The following is a DFT calculation (ωB97M-V/def2-TZVPD) of a cluster of 2 separate species, CHF2IO in total in a non-equilibrium geometry.

## Properties
Relative energy (zero: lowest compared OMol25 entry of this formula, charge and spin)   122.0 kcal per mole
HOMO level (alpha / beta)   -9.8 / -7.4 eV
F_max   1.7 eV/Å
Net charge   0
Orbital gap (alpha / beta)   0.3426 / 0.1642 hartree

```
6
Properties=species:S:1:pos:R:3:forces:R:3:mulliken_charge:R:1
C 1.18538 0.39170 0.03715 -0.69 -0.13 -1.22 0.0854
O 0.54811 1.23288 -2.63506 0.04 0.05 0.06 -0.5956
F 1.26451 -0.89698 0.25492 -0.01 -0.63 -0.40 -0.1724
F 1.52101 1.00084 1.13937 0.24 0.94 -0.15 -0.1765
I -0.61894 0.16128 -3.63540 0.04 -0.04 0.02 0.3828
H 1.04465 0.78009 -1.04524 0.39 -0.19 1.68 0.4762
```
Positions in Å, forces in eV/Å.